{
  "formula": "C4H7ClFNS",
  "method": "ωB97M-V/def2-TZVPD",
  "total_energy_ha": -1169.47903,
  "orbital_gap_ev": 9.421,
  "de_lowest_kj_mol": 238.2,
  "species": ["C", "C", "C", "C", "H", "H", "H", "H", "H", "H", "H", "N", "F", "S", "Cl"],
  "xyz": [[-0.32881, -0.59168, 0.64675], [-0.39253, -0.91822, -0.81003], [0.26134, 0.39787, -0.36192], [-0.70642, 1.42899, -0.88810], [1.29964, -1.78516, 1.29927], [0.60122, -0.89872, 2.35332], [-1.29452, -0.10751, 1.09988], [0.44786, -1.58621, -1.17003], [2.26577, 0.95857, 1.11357], [-0.17815, 1.66222, -1.83281], [-1.70396, 1.01275, -0.81758], [0.25825, -1.57516, 1.66404], [-0.56778, 2.61052, -0.05737], [2.05022, 0.73495, -0.56174], [-2.01212, -1.34322, -1.67726]],
  "mulliken_charge": [0.0479, -0.4350, 0.2218, -0.4114, 0.3350, 0.3282, 0.2171, 0.3085, 0.1556, 0.3004, 0.2999, -0.6320, -0.3300, -0.2121, -0.1939]
}

{
  "formula": "C3H4P2",
  "method": "ωB97M-V/def2-TZVPD",
  "total_energy_ha": -799.27532,
  "orbital_gap_ev": 7.930,
  "de_lowest_kj_mol": 177.2,
  "species": ["H", "P", "C", "P", "C", "C", "H", "H", "H"],
  "xyz": [[-0.38015, 2.69745, 1.77298], [-1.02648, 2.11263, 0.55718], [-0.31419, 0.59452, 0.52693], [0.64879, -0.70664, 1.47090], [-0.10007, -0.47561, -0.26753], [-0.27223, -1.14738, -1.36675], [2.07030, -0.37499, 0.97971], [-0.76368, -0.63117, -2.14644], [0.13772, -2.06882, -1.52699]],
  "mulliken_charge": [0.0213, -0.1372, -0.0970, -0.0975, 0.2940, -0.5840, 0.0414, 0.2440, 0.3150]
}

{
  "formula": "C29H63N2O6S",
  "method": "ωB97M-V/def2-TZVPD",
  "total_energy_ha": -2101.53715,
  "total_charge": 1,
  "orbital_gap_ev": 6.601,
  "species": ["C", "C", "O", "C", "N", "N", "C", "C", "S", "C", "C", "C", "C", "C", "C", "C", "C", "O", "H", "H", "H", "H", "H", "H", "H", "H", "H", "H", "H", "H", "H", "H", "H", "H", "H", "H", "H", "H", "H", "H", "H", "C", "C", "O", "C", "C", "H", "H", "H", "H", "H", "H", "H", "H", "H", "H", "C", "C", "O", "C", "C", "H", "H", "H", "H", "H", "H", "H", "H", "H", "H", "C", "C", "O", "C", "C", "H", "H", "H", "H", "H", "H", "H", "H", "H", "H", "C", "C", "O", "C", "C", "H", "H", "H", "H", "H", "H", "H", "H", "H", "H"],
  "xyz": [[-2.56819, -2.56833, -0.10760], [-1.58775, -3.72641, -0.19678], [-0.46856, -3.30953, -1.00667], [0.76552, -3.65375, -0.46914], [1.77066, -2.82159, -1.14751], [2.47219, -3.47437, -2.07828], [3.33558, -2.74767, -2.74398], [4.08758, -3.44930, -3.83586], [2.93805, -3.78361, -5.21920], [2.46347, -2.10425, -5.71881], [0.95006, -1.85157, -5.58210], [3.56328, -1.38978, -2.49804], [2.83362, -0.76770, -1.54989], [1.88528, -1.53198, -0.85685], [1.04386, -0.90942, 0.20221], [1.60127, -1.17178, 1.62912], [2.56152, -0.05876, 2.04977], [1.87287, 1.10251, 2.44076], [-2.43138, -1.89330, -0.94209], [-3.59199, -2.91485, -0.05732], [-2.36148, -1.99445, 0.79280], [-1.28532, -4.01626, 0.80596], [-2.04045, -4.57908, -0.68881], [0.82252, -3.53516, 0.60966], [0.99063, -4.69180, -0.69720], [4.87092, -2.81193, -4.22479], [4.46901, -4.39709, -3.48384], [2.99497, -1.37237, -5.11826], [2.79562, -1.94050, -6.73346], [0.76936, -1.05580, -4.86583], [0.53904, -1.55139, -6.53458], [0.45384, -2.73608, -5.20325], [4.31169, -0.87303, -3.07267], [2.95056, 0.27827, -1.33699], [0.00022, -1.17641, 0.10761], [1.09028, 0.16263, 0.05104], [0.78435, -1.25348, 2.33595], [2.18152, -2.09139, 1.64808], [3.22121, 0.12611, 1.19896], [3.19110, -0.37175, 2.87241], [1.63926, 1.63817, 1.68044], [-4.43895, -7.74388, -3.60973], [-3.27965, -7.00197, -2.96850], [-3.10128, -7.28738, -1.59119], [-2.84049, -8.64251, -1.26310], [-1.58157, -9.20330, -1.90176], [-5.36921, -7.52371, -3.08520], [-4.54566, -7.44325, -4.65201], [-4.29444, -8.82438, -3.59012], [-3.46729, -5.92840, -3.02115], [-2.35082, -7.18555, -3.52062], [-3.70713, -9.26594, -1.50494], [-2.73562, -8.66333, -0.17845], [-1.64177, -9.21269, -2.99042], [-1.41857, -10.22835, -1.56944], [-0.71235, -8.60502, -1.62242], [-1.67945, 0.16247, 3.93717], [-1.01561, 1.52661, 4.04658], [-1.79216, 2.58551, 3.51685], [-3.05768, 2.80153, 4.12014], [-2.98799, 3.12908, 5.60115], [-1.91946, -0.06144, 2.89418], [-1.01120, -0.61140, 4.31989], [-2.60736, 0.10707, 4.50656], [-0.09539, 1.51935, 3.46862], [-0.73242, 1.73715, 5.08382], [-3.71627, 1.94343, 3.94348], [-3.49431, 3.64382, 3.58392], [-2.56493, 2.31025, 6.18439], [-3.98730, 3.32997, 5.98699], [-2.36730, 4.01041, 5.76740], [1.38290, 4.40981, 3.39024], [1.70585, 5.63266, 2.54963], [2.44398, 6.62591, 3.23138], [3.71281, 6.23768, 3.72392], [4.67688, 5.76438, 2.64896], [0.82722, 4.69116, 4.28502], [0.77712, 3.71131, 2.81102], [2.28438, 3.88540, 3.71195], [0.77188, 6.10784, 2.24774], [2.22051, 5.34367, 1.62438], [3.60332, 5.47809, 4.50632], [4.11972, 7.12520, 4.20723], [4.31660, 4.86834, 2.14044], [5.64512, 5.52963, 3.09197], [4.81782, 6.54009, 1.89524], [-2.72328, 5.00107, -1.45514], [-1.30899, 5.00464, -0.90022], [-0.37181, 5.68177, -1.71658], [-0.63581, 7.05735, -1.95007], [-0.68120, 7.89773, -0.68609], [-2.74143, 4.55439, -2.45022], [-3.38172, 4.42815, -0.80134], [-3.13247, 6.00803, -1.53707], [-0.95109, 3.97582, -0.82825], [-1.29442, 5.41088, 0.11743], [-1.55970, 7.17323, -2.52670], [0.17461, 7.40661, -2.58916], [-1.48413, 7.58500, -0.01720], [-0.84594, 8.94640, -0.93270], [0.25910, 7.81180, -0.13916]],
  "mulliken_charge": [-1.0629, -0.0685, -0.3282, -0.8063, 0.9485, -1.0137, 0.2323, -0.9309, -0.1139, -0.2151, -1.0765, -0.4325, -0.4071, 1.2140, -1.1928, -0.1919, -0.9385, -0.4425, 0.3248, 0.3958, 0.1575, 0.3496, 0.1815, 0.3621, 0.5041, 0.3667, 0.4057, 0.0792, 0.5241, 0.2462, 0.3268, 0.3226, 0.4356, 0.6051, 0.0050, 0.4659, 0.2350, 0.4925, 0.3239, 0.3873, 0.2481, -1.1564, -0.2698, -0.4148, -0.3552, -0.9925, 0.3179, 0.3904, 0.2794, 0.3220, 0.3400, 0.3167, 0.3398, 0.2602, 0.3988, 0.2289, -1.4752, 0.6682, -0.3088, -0.3534, -1.0677, 0.3497, 0.3959, 0.3895, -0.3926, 0.2772, 0.3253, 0.3406, 0.2728, 0.4119, 0.2636, -0.5474, -0.3925, -0.4493, -0.2979, -0.9605, 0.2909, 0.0634, 0.2817, 0.1938, 0.2665, 0.2938, 0.3693, 0.1691, 0.4000, 0.2846, -1.1742, 0.0704, -0.4419, -0.3241, -0.9150, 0.2939, 0.4025, 0.2844, 0.2760, 0.0648, 0.3026, 0.3304, 0.2524, 0.3960, 0.1950]
}

{
  "formula": "C43H51BrFIKN5O7P",
  "method": "ωB97M-V/def2-TZVPD",
  "total_energy_ha": -6382.63367,
  "total_charge": -1,
  "orbital_gap_ev": 6.041,
  "species": ["K", "C", "C", "N", "C", "C", "C", "O", "C", "C", "N", "C", "C", "C", "C", "C", "C", "I", "C", "O", "H", "H", "H", "H", "H", "H", "H", "H", "H", "H", "H", "H", "C", "C", "C", "C", "C", "C", "C", "F", "C", "C", "C", "O", "C", "C", "N", "C", "C", "O", "O", "H", "H", "H", "H", "H", "H", "H", "H", "H", "H", "H", "N", "C", "C", "N", "H", "H", "H", "H", "H", "H", "H", "H", "H", "Br", "C", "C", "C", "C", "C", "C", "C", "O", "O", "H", "H", "H", "H", "C", "C", "P", "C", "C", "C", "C", "H", "H", "H", "H", "H", "H", "H", "H", "H", "H", "H", "H", "H", "H", "H"],
  "xyz": [[0.48686, 0.06940, 0.09494], [0.50083, 1.24619, 3.17659], [-0.07388, 2.61469, 2.90521], [0.06588, 3.52679, 3.82642], [-0.42070, 4.77724, 3.60897], [-1.06933, 5.14740, 2.46593], [-1.61682, 6.54023, 2.34718], [-3.05164, 6.57527, 2.39533], [-1.27246, 4.18392, 1.43842], [-1.93154, 4.54372, 0.20756], [-2.25277, 3.70361, -0.70641], [-2.81635, 4.09925, -1.90930], [-3.87103, 5.00783, -2.03360], [-4.45304, 5.24580, -3.27104], [-3.99771, 4.58649, -4.40377], [-2.93896, 3.68810, -4.29738], [-2.35123, 3.44595, -3.06714], [-0.74400, 2.09159, -2.81374], [-0.76712, 2.85880, 1.63322], [-0.88958, 1.92272, 0.80777], [0.54602, 1.10005, 4.25527], [1.51842, 1.15318, 2.78312], [-0.10111, 0.45063, 2.72861], [-0.27353, 5.49099, 4.41236], [-1.29092, 7.01432, 1.41547], [-1.24598, 7.14835, 3.17386], [-3.35513, 5.66650, 2.30474], [-2.12335, 5.61405, 0.04764], [-4.24665, 5.50220, -1.14527], [-5.27620, 5.94593, -3.34784], [-4.45842, 4.76915, -5.36622], [-2.56028, 3.18581, -5.17969], [6.42793, -4.17094, 2.25045], [6.39776, -4.08569, 0.72720], [6.61655, -5.47434, 0.13426], [6.18798, -5.54543, -1.32280], [4.72964, -5.20741, -1.40793], [3.85267, -5.84563, -2.25257], [2.52961, -5.41657, -2.31912], [1.69693, -6.06276, -3.17683], [2.06708, -4.36773, -1.58317], [2.94370, -3.71394, -0.71024], [2.45610, -2.53861, 0.03783], [1.24464, -2.31431, 0.11493], [3.50294, -1.75518, 0.66769], [4.72789, -2.30914, 0.79967], [5.13138, -3.49445, 0.25562], [4.26284, -4.15396, -0.59910], [3.33099, -0.33804, 1.24154], [3.79384, -0.13893, 2.37432], [2.77503, 0.48151, 0.46616], [7.35843, -4.64382, 2.57110], [5.59103, -4.77692, 2.60265], [6.36194, -3.19445, 2.72570], [7.20651, -3.42770, 0.38928], [6.03457, -6.20025, 0.71072], [7.66942, -5.73443, 0.25793], [6.38218, -6.53146, -1.74716], [6.76390, -4.82038, -1.90890], [4.18478, -6.65583, -2.89013], [1.05202, -4.00693, -1.66516], [5.47146, -1.77937, 1.38126], [-3.37605, 0.17521, -1.71886], [-3.63228, -1.07791, -2.49422], [-3.14738, -2.26746, -1.68134], [-1.75539, -2.27592, -1.29641], [-4.02864, 0.92422, -1.95366], [-2.43526, 0.59898, -1.95138], [-3.41128, 0.04563, -0.70018], [-3.10480, -0.98955, -3.44402], [-4.70080, -1.15772, -2.69568], [-3.38725, -3.18644, -2.21924], [-3.74967, -2.29026, -0.76500], [-1.52199, -1.39968, -0.85001], [-1.09978, -2.31970, -2.07256], [3.53996, -0.18638, -5.43534], [3.47886, 1.16729, -4.09581], [4.23440, 2.30566, -4.33389], [4.20788, 3.34440, -3.41794], [3.40316, 3.24577, -2.29320], [2.64100, 2.10905, -2.07791], [2.67730, 1.03234, -2.96772], [1.90695, -0.25190, -2.66701], [2.52286, -1.31153, -2.68959], [0.66196, -0.09969, -2.40639], [4.83695, 2.36918, -5.22967], [4.80841, 4.22895, -3.59078], [3.36655, 4.05289, -1.57283], [2.00769, 2.08649, -1.19815], [-3.42378, 1.52894, 3.73746], [-3.03168, 0.05395, 3.65724], [-3.02501, -0.56312, 1.92395], [-4.83801, -0.46973, 1.48839], [-5.91630, -0.78507, 2.52525], [-2.68239, -2.36564, 2.16361], [-3.67375, -3.26546, 2.89571], [-3.34583, 1.89940, 4.76034], [-4.45206, 1.68862, 3.40333], [-2.77321, 2.14069, 3.11222], [-3.68038, -0.55820, 4.28963], [-2.01122, -0.07730, 4.02501], [-4.97163, -1.10565, 0.60472], [-4.98170, 0.55687, 1.13368], [-5.95413, -1.84359, 2.77144], [-6.90177, -0.49303, 2.15498], [-5.74525, -0.23785, 3.45250], [-1.71903, -2.37064, 2.68607], [-2.45421, -2.77490, 1.17560], [-3.99166, -2.84074, 3.84926], [-3.22377, -4.23876, 3.10165], [-4.56654, -3.44381, 2.29435]],
  "mulliken_charge": [0.8385, -0.4682, 0.5713, -0.7735, -1.1207, 1.0660, -0.9365, -0.5529, 0.4344, -0.4633, 0.1925, -0.0770, -0.4971, -0.5752, -0.6127, -0.6670, 0.2499, 0.2026, -0.6673, 0.5750, 0.5172, 0.1360, -0.2751, 0.2852, 0.3199, 0.3654, 0.4286, 0.4234, 0.4979, 0.3663, 0.3806, 0.4391, -1.4639, 0.1235, -1.0172, -1.0461, 1.0588, -1.0223, 0.4888, -0.3952, -1.6284, 0.5906, 1.0349, -0.8820, 0.5957, -0.4592, 0.2591, -0.4049, -0.4189, -0.7891, -0.5410, 0.4070, 0.3504, 0.4682, 0.2481, 0.3997, 0.4402, 0.4165, 0.3284, 0.4633, 0.4901, 0.5484, 0.5564, -0.5579, -0.5645, -0.0774, 0.5224, -0.5579, -0.5347, 0.3767, 0.4290, 0.5082, 0.0640, -0.5323, 0.3992, -0.2079, 0.1857, -0.4592, -0.4698, -1.1627, 0.1819, 0.1921, 0.3146, -0.5418, -0.5233, 0.3925, 0.3453, 0.4390, 0.6409, -1.2702, -0.7381, 0.7923, -0.6730, -1.3991, -0.5779, -1.5224, 0.4507, 0.3378, 0.1579, 0.5788, 0.5850, 0.4012, 0.4423, 0.2292, 0.4285, 0.2907, 0.5139, 0.3527, 0.3033, 0.4132, 0.2976]
}

Number 1: F_max 4.70 eV/A. Number 2: F_max 3.24 eV/A. Number 3: F_max 1.21 eV/A. Number 4: F_max 0.69 eV/A.